[1]
Formula: C5H11NO
Source: OMol25
Level of theory: the ωB97M-V functional and the def2-TZVPD basis

Each line ends with the Mulliken charge.
Element x y z (Å)
N  2.64136  0.00932  -1.45137  -0.62
C  2.19708  0.78949  -0.27539  -0.62
C  -2.42802  0.47665  -0.88084  -0.65
C  -1.59691  -0.00162  0.02916  -0.28
C  -0.13407  -0.11928  -0.14925  -0.37
C  0.69677  0.91093  -0.21964  -0.01
H  2.27539  -0.92927  -1.41516  0.24
H  2.32371  0.47767  -2.29075  0.25
H  2.63656  1.78926  -0.32562  0.34
H  2.69883  0.32139  0.57659  0.30
H  -3.48852  0.60496  -0.79961  0.30
H  -1.98909  0.88340  -1.78483  0.27
H  -1.81891  -0.37661  1.01273  0.31
H  0.22080  -1.15349  -0.10606  0.25
H  0.30050  1.90986  -0.02388  0.35
H  -0.95300  -2.19691  3.00145  0.27
H  -2.22171  -1.75932  2.78473  0.30
O  -1.36076  -1.63643  2.31773  -0.62

Atomic forces in eV per Å
0.616 0.703 0.281
0.424 -0.345 -0.966
0.573 0.571 -0.330
0.535 0.004 0.103
-0.310 -0.045 -0.178
0.148 0.191 1.299
-0.198 -0.010 -0.132
-0.112 -0.318 -0.065
0.009 -0.089 -0.190
-0.577 -0.019 0.258
-0.365 -0.159 0.404
-0.063 -0.178 -0.214
-0.921 0.115 -0.281
0.184 0.231 -0.154
-0.075 -0.146 -0.431
1.269 0.157 -0.608
-0.089 0.837 -1.240
-1.046 -1.501 2.443

Properties
**E**: -327.026684 Eh
**Net charge**: 0
**Highest occupied orbital energy**: -8.60 eV
**ΔE to the lowest compared entry with this formula, charge and spin**: 274.8 kJ/mol
**Largest force on an atom**: 3.1 eV/Å
**Structure (SMILES)**: C=C/C=C/CN.O
**Lowest unoccupied orbital energy**: 0.50 eV



[2]
Formula: C5H11NO
Source: OMol25
Level of theory: the ωB97M-V functional and the def2-TZVPD basis

Each line ends with the Mulliken charge.
Element x y z (Å)
C  -1.03874  -0.34200  1.92048  -0.81
N  0.31937  -0.60498  1.51467  -0.48
C  -0.72667  0.67079  -1.83997  -1.26
C  -0.08116  -0.45550  -1.04404  -0.31
C  0.61936  0.05217  0.22644  0.19
C  2.08843  0.32558  0.05181  -0.34
O  2.60851  0.48028  -1.02647  -0.49
H  -1.18593  0.71411  2.12924  0.30
H  -1.83720  -0.67851  1.24224  0.29
H  -1.28111  -0.89424  2.83463  0.33
H  0.36317  -1.58492  1.24631  0.29
H  -0.79383  0.46463  -2.91130  0.33
H  -1.73201  0.92713  -1.51038  0.33
H  -0.13820  1.59082  -1.77783  0.35
H  -0.88168  -1.12892  -0.74225  0.33
H  0.65767  -1.01103  -1.61286  0.35
H  0.33161  1.09667  0.33384  0.19
H  2.70842  0.37794  0.96545  0.40

Atomic forces in eV per Å
-1.038 -0.408 0.737
0.368 -0.319 -1.540
0.337 0.554 -0.707
-0.130 0.037 0.510
-0.101 0.876 0.448
0.699 -0.833 -0.480
-0.170 0.072 0.107
0.073 0.129 -0.034
0.245 0.239 -0.406
0.343 0.172 0.106
0.154 -0.232 0.618
-0.028 -0.236 0.108
-0.043 -0.150 0.253
0.061 -0.086 0.042
0.100 -0.315 0.037
-0.061 -0.038 -0.323
-0.540 0.417 0.330
-0.269 0.122 0.195

Properties
**E**: -327.071561 Eh
**Net charge**: 0
**Highest occupied orbital energy**: -9.53 eV
**ΔE to the lowest compared entry with this formula, charge and spin**: 157.0 kJ/mol
**Largest force on an atom**: 1.6 eV/Å
**Structure (SMILES)**: CC[C@H](C=O)NC
**Lowest unoccupied orbital energy**: 0.97 eV



[3]
Formula: C5H11NO
Source: OMol25
Level of theory: the ωB97M-V functional and the def2-TZVPD basis

Each line ends with the Mulliken charge.
Element x y z (Å)
C  -0.85852  -0.44326  1.12661  -0.40
C  -0.48797  -0.86138  2.55318  -1.13
C  0.37791  0.03098  0.35705  0.48
N  0.09193  0.75958  -0.86588  -0.06
C  1.30514  1.35835  -1.41145  -1.00
C  -0.54407  -0.22509  -1.84605  -0.83
O  1.50676  -0.11228  0.74273  -0.59
H  -1.27770  -1.31455  0.62194  0.28
H  -1.53440  0.40069  1.04983  0.36
H  0.46586  -0.43029  2.83959  0.31
H  -0.38434  -1.94332  2.55005  0.29
H  -1.31584  -0.72648  3.24946  0.34
H  1.33342  1.51002  -2.50147  0.40
H  2.20438  0.80987  -1.15457  0.33
H  1.33158  2.41875  -1.14518  0.30
H  -0.71035  -1.15822  -1.32507  0.31
H  0.02482  -0.26960  -2.76530  0.35
H  -1.52859  0.19623  -2.07546  0.26

Atomic forces in eV per Å
0.883 0.107 -0.077
-0.500 -0.685 -0.447
-0.291 0.623 -0.905
0.444 -1.931 -0.321
0.093 1.241 -0.861
-0.941 1.842 1.106
0.136 -0.016 0.548
-0.251 0.257 -0.177
-0.423 -0.067 0.160
-0.209 0.157 0.377
0.448 -0.160 0.035
0.217 0.599 0.087
-0.665 -0.808 0.073
0.146 0.163 0.268
0.424 -0.210 0.817
0.206 -0.435 -0.517
0.245 -0.388 0.085
0.038 -0.289 -0.252

Properties
**E**: -327.078868 Eh
**Net charge**: 0
**Highest occupied orbital energy**: -9.31 eV
**ΔE to the lowest compared entry with this formula, charge and spin**: 137.8 kJ/mol
**Largest force on an atom**: 2.3 eV/Å
**Structure (SMILES)**: CCC(=O)N(C)C
**Lowest unoccupied orbital energy**: 1.00 eV



[4]
Formula: C5H11NO
Source: OMol25
Level of theory: the ωB97M-V functional and the def2-TZVPD basis

Each line ends with the Mulliken charge.
Element x y z (Å)
C  -0.44126  -1.22824  1.18645  -1.09
C  0.90934  -0.95606  0.53414  -0.70
C  0.80565  -0.01829  -0.64728  0.62
C  0.94894  -0.44109  -1.90351  -0.80
C  0.53526  1.93350  0.64449  -0.24
N  0.40460  1.32425  -0.45780  -0.52
H  -0.27159  -1.91128  2.02428  0.38
H  -0.79687  -0.33746  1.70419  0.28
H  -1.14803  -1.70296  0.51140  0.30
H  1.56997  -1.78585  0.27140  0.45
H  1.54465  -0.47141  1.29916  0.29
H  1.48906  -1.34736  -2.13932  0.29
H  0.63597  0.20642  -2.71729  0.29
H  0.68611  3.01278  0.59236  0.27
H  0.33216  1.52415  1.64276  0.16
H  -2.92628  1.04749  -1.32090  0.29
H  -1.67282  0.71316  -0.57870  0.36
O  -2.60486  0.43827  -0.64584  -0.64

Atomic forces in eV per Å
0.784 -0.854 0.671
1.473 1.257 0.407
-1.361 -1.116 0.354
0.283 0.606 -0.096
-1.138 0.326 0.176
1.580 0.411 -0.672
-0.039 -0.232 -0.137
-0.448 0.087 -0.590
-0.248 0.395 0.010
-0.783 -0.486 -0.192
-0.249 0.135 -0.068
-0.436 -0.270 0.063
0.308 -0.015 0.055
-0.530 0.045 0.122
0.916 -0.325 -0.050
-0.219 -0.136 0.042
-0.374 -0.253 0.083
0.479 0.426 -0.179

Properties
**E**: -327.032256 Eh
**Net charge**: 0
**Highest occupied orbital energy**: -9.04 eV
**ΔE to the lowest compared entry with this formula, charge and spin**: 260.2 kJ/mol
**Largest force on an atom**: 2.0 eV/Å
**Structure (SMILES)**: C=NC(=C)CC.O
**Lowest unoccupied orbital energy**: 0.30 eV



[5]
Formula: C5H11NO
Source: OMol25
Level of theory: the ωB97M-V functional and the def2-TZVPD basis

Each line ends with the Mulliken charge.
Element x y z (Å)
C  -2.33279  -0.30008  -0.71429  -1.15
C  -1.44124  0.79856  -0.14531  -0.27
C  -0.67042  0.37285  1.09613  -0.72
N  0.29220  -0.70270  0.90112  0.21
C  1.60113  -0.59502  0.76118  -0.67
O  1.98261  0.59799  0.25101  -0.18
C  2.94017  -0.10261  -0.66895  -0.59
H  -2.89997  0.06011  -1.57849  0.34
H  -1.73957  -1.16238  -1.03847  0.31
H  -3.05464  -0.64872  0.03516  0.30
H  -0.72218  1.14276  -0.89719  0.26
H  -2.05251  1.66624  0.13389  0.28
H  -0.11429  1.22350  1.50033  0.32
H  -1.35779  0.02200  1.87405  0.39
H  0.04682  -1.63736  1.18303  0.30
H  3.02408  0.63082  -1.45340  0.26
H  2.64546  -1.07060  -1.13370  0.33
H  3.85294  -0.29537  -0.10608  0.27

Atomic forces in eV per Å
-0.019 -0.058 -0.023
-0.005 0.070 -0.051
-0.185 0.271 0.057
0.101 -0.179 0.418
-0.852 -0.899 0.983
0.502 -1.837 -0.942
0.578 1.027 -0.460
0.093 -0.072 0.112
-0.080 0.111 0.041
0.106 0.051 -0.105
-0.114 -0.050 0.067
0.071 -0.097 -0.075
-0.148 -0.047 -0.053
-0.006 0.171 -0.093
-0.289 0.152 0.233
0.567 0.284 -0.425
-0.345 0.889 0.523
0.025 0.210 -0.208

Properties
**E**: -327.000099 Eh
**Net charge**: 0
**Highest occupied orbital energy**: -7.90 eV
**ΔE to the lowest compared entry with this formula, charge and spin**: 344.6 kJ/mol
**Largest force on an atom**: 2.1 eV/Å
**Lowest unoccupied orbital energy**: 1.01 eV



[6]
Formula: C5H11NO
Source: OMol25
Level of theory: the ωB97M-V functional and the def2-TZVPD basis

Each line ends with the Mulliken charge.
Element x y z (Å)
N  -2.17397  -0.52347  2.16822  -0.41
C  -0.87141  -0.35289  1.85557  0.02
C  -0.33645  -0.48512  0.63541  -0.79
C  0.93921  0.02877  0.10347  -0.29
C  1.43207  -0.51651  -1.03381  -0.08
C  2.47822  0.10483  -1.93007  -1.07
H  -2.49889  -0.89148  3.04273  0.19
H  -2.84283  -0.59077  1.41957  0.19
H  -0.21984  -0.18621  2.74051  0.32
H  -0.83548  -1.12758  -0.08800  0.36
H  1.38743  0.94240  0.47797  0.37
H  1.03926  -1.50655  -1.24212  0.34
H  3.39992  -0.47711  -1.85439  0.28
H  2.12121  0.02932  -2.96322  0.29
H  2.52732  1.15204  -1.64628  0.30
H  -1.15338  1.72660  -0.44281  0.31
H  -2.28819  1.00908  -0.95928  0.32
O  -2.10420  1.66463  -0.28346  -0.65

Atomic forces in eV per Å
-1.241 -0.284 -0.199
1.614 -0.219 1.074
0.727 -0.622 -0.101
-0.151 -0.550 -0.998
-0.016 0.423 1.086
-1.014 -0.883 0.416
0.324 0.066 0.159
0.116 -0.026 -0.057
-0.460 0.562 -0.675
-0.540 0.458 0.018
-0.135 0.128 0.167
-0.086 0.056 -0.611
0.237 0.505 -0.063
0.186 0.141 0.062
0.671 0.054 -0.137
0.098 0.307 0.531
-0.611 -0.227 -0.121
0.279 0.110 -0.552

Properties
**E**: -327.043740 Eh
**Net charge**: 0
**Highest occupied orbital energy**: -7.20 eV
**ΔE to the lowest compared entry with this formula, charge and spin**: 230.0 kJ/mol
**Largest force on an atom**: 2.0 eV/Å
**Structure (SMILES)**: C/C=C/C=C/N.O
**Lowest unoccupied orbital energy**: 1.02 eV



- Which of these has the highest E?
  number 5